DFT (ωB97M-V with the def2-TZVPD basis set) results for a molecular structure, C7H11Br2F.

Geometry as XYZ:
```
21
Properties=species:S:1:pos:R:3
C 0.3276 2.4284 -1.1493
C 1.2396 2.8669 -1.9482
C -0.2977 -1.7656 1.5769
C -0.0587 0.9677 -1.1497
C -0.0209 -1.1439 0.2136
C -0.0740 0.3832 0.2614
C 1.7765 5.1627 -1.7996
F 1.0993 5.7562 -2.7830
Br 1.1367 5.7231 -0.0883
Br 3.6609 5.3357 -2.0416
H -0.1911 3.0674 -0.4488
H 1.9191 2.5276 -2.6917
H 0.3876 -1.3727 2.3241
H -0.1761 -2.8453 1.5298
H -1.3143 -1.5457 1.8950
H -1.0472 0.8776 -1.6043
H 0.6484 0.4144 -1.7682
H 0.9673 -1.4554 -0.1337
H -0.7560 -1.5122 -0.5060
H -0.9761 0.7073 0.7849
H 0.7846 0.7540 0.8235
```

multiplicity = 1
DFT total energy = -150236.254 eV
ΔE to the lowest compared entry with this formula, charge and spin = 0.000 eV
total charge = 0
Kohn-Sham gap (spin up / spin down) = 8.770 / 8.771 eV

Atomic partial charges in e from the Mulliken method, atoms 1 to 8: -0.080, -0.436, -1.300, -0.593, -0.372, -0.662, 0.138, -0.162